No. 1
A 13-piece molecular cluster, C74H183N13O19 overall, computed with wB97M-V/def2-TZVPD.

Cartesian coordinates (Å):
C1 18.330 16.366 20.545
C2 19.090 16.795 21.817
C3 19.351 18.335 21.926
O1 19.860 18.614 23.230
C4 20.168 19.997 23.412
N1 18.415 16.225 23.041
H1 18.919 16.672 19.655
H2 17.312 16.762 20.488
H3 18.248 15.245 20.660
H4 20.012 16.254 21.804
H5 18.384 18.843 21.804
H6 20.095 18.691 21.169
H7 21.095 20.169 22.882
H8 20.448 20.195 24.445
H9 19.341 20.671 23.012
H10 18.951 16.625 23.792
H11 17.469 16.585 23.133
C5 14.173 23.210 22.206
C6 14.385 24.470 23.103
C7 15.869 24.618 23.523
O2 16.022 25.901 24.132
C8 17.369 26.090 24.535
N2 13.995 25.678 22.380
H12 14.615 22.385 22.738
H13 14.694 23.364 21.266
H14 13.086 23.073 22.031
H15 13.832 24.367 24.046
H16 16.498 24.557 22.552
H17 16.195 23.820 24.214
H18 17.416 27.004 25.085
H19 18.116 26.130 23.693
H20 17.735 25.245 25.197
H21 14.567 26.446 22.723
H22 13.033 25.889 22.478
C9 26.400 23.553 23.198
C10 25.665 23.953 24.473
C11 25.788 25.504 24.800
O3 27.097 25.802 25.271
C12 27.220 27.190 25.743
N3 24.271 23.510 24.395
H23 26.146 24.144 22.301
H24 26.164 22.510 22.885
H25 27.417 23.814 23.389
H26 26.199 23.475 25.318
H27 25.034 25.651 25.584
H28 25.562 26.068 23.915
H29 27.205 27.897 24.871
H30 28.215 27.285 26.217
H31 26.456 27.534 26.448
H32 23.878 23.669 25.327
H33 24.278 22.504 24.341
C13 17.455 26.987 15.908
C14 18.067 26.142 17.083
C15 17.010 25.305 17.745
O4 15.886 26.056 18.212
C16 16.124 26.425 19.552
N4 19.094 25.247 16.602
H34 16.856 26.295 15.315
H35 18.189 27.438 15.257
H36 16.822 27.754 16.336
H37 18.497 26.769 17.862
H38 17.486 24.767 18.543
H39 16.587 24.606 16.994
H40 15.188 26.933 19.885
H41 16.979 27.082 19.680
H42 16.330 25.559 20.209
H43 18.633 24.766 15.818
H44 19.890 25.767 16.179
C17 14.771 18.100 24.669
C18 15.151 18.930 23.419
C19 16.339 19.835 23.667
O5 16.184 20.863 24.665
C20 17.401 21.384 25.126
N5 15.561 18.004 22.383
H45 15.592 17.500 24.970
H46 13.905 17.428 24.529
H47 14.496 18.780 25.453
H48 14.267 19.504 23.142
H49 16.410 20.437 22.722
H50 17.293 19.269 23.882
H51 18.066 20.518 25.262
H52 17.221 21.696 26.163
H53 17.892 22.191 24.526
H54 14.826 17.324 22.216
H55 15.688 18.497 21.507
C21 20.259 29.438 26.102
C22 21.227 29.691 24.950
C23 22.388 30.550 25.414
C24 23.593 30.420 24.448
C25 23.925 29.027 24.083
C26 22.787 28.208 23.501
N6 21.680 28.313 24.482
O6 20.529 27.536 24.186
C27 22.488 28.614 22.022
C28 23.171 26.711 23.361
C29 20.482 30.401 23.805
H56 19.538 28.692 25.704
H57 19.788 30.400 26.425
H58 20.749 28.944 26.946
H59 22.193 31.595 25.480
H60 22.697 30.331 26.416
H61 24.468 30.980 24.843
H62 23.236 31.048 23.576
H63 24.243 28.502 25.009
H64 24.720 29.080 23.377
H65 23.139 27.954 21.400
H66 21.441 28.375 21.735
H67 22.583 29.683 21.842
H68 23.407 26.270 24.322
H69 22.416 26.068 22.895
H70 23.963 26.565 22.672
H71 20.056 31.354 24.127
H72 19.705 29.764 23.458
H73 21.167 30.654 23.003
H74 20.246 27.898 23.295
C30 22.264 22.513 17.860
C31 21.705 21.992 19.210
C32 22.871 21.540 20.015
C33 23.530 22.687 20.753
C34 22.420 23.403 21.554
C35 21.343 24.012 20.751
N7 20.752 22.917 19.928
O7 19.808 23.459 19.014
C36 20.155 24.569 21.550
C37 22.001 25.197 19.990
C38 20.895 20.761 18.845
H75 21.468 22.870 17.192
H76 22.707 21.648 17.316
H77 23.026 23.247 17.981
H78 22.625 20.763 20.741
H79 23.613 21.123 19.334
H80 24.007 23.329 20.038
H81 24.281 22.358 21.471
H82 22.946 24.179 22.163
H83 22.027 22.713 22.272
H84 19.319 24.940 20.923
H85 19.696 23.754 22.117
H86 20.385 25.392 22.198
H87 22.446 25.847 20.769
H88 22.766 24.872 19.304
H89 21.329 25.824 19.444
H90 20.167 21.002 18.085
H91 20.299 20.436 19.695
H92 21.512 19.890 18.663
H93 20.166 24.033 18.284
C39 22.520 28.022 17.363
O8 23.565 27.250 16.700
C40 23.063 26.035 16.221
C41 24.229 25.111 16.018
N8 24.950 24.798 17.240
C42 26.008 23.759 16.995
C43 25.494 22.343 16.836
O9 24.894 22.078 15.627
C44 24.708 20.680 15.406
H94 21.601 28.081 16.787
H95 22.799 29.044 17.570
H96 22.249 27.526 18.319
H97 22.476 26.238 15.255
H98 22.403 25.612 16.998
H99 24.858 25.627 15.229
H100 23.952 24.152 15.602
H101 25.352 25.670 17.632
H102 26.615 23.740 17.894
H103 26.774 23.969 16.232
H104 24.790 22.073 17.626
H105 26.360 21.735 17.038
H106 24.336 20.627 14.400
H107 24.069 20.186 16.122
H108 25.669 20.202 15.425
C45 11.404 20.690 18.117
O10 11.648 20.431 19.500
C46 12.946 19.703 19.720
C47 14.119 20.607 19.556
N9 15.400 19.984 19.816
C48 16.591 20.832 19.726
C49 16.949 21.172 18.295
O11 17.428 19.970 17.684
C50 17.702 20.265 16.314
H109 10.521 21.324 18.005
H110 11.301 19.789 17.488
H111 12.209 21.206 17.563
H112 12.975 18.853 19.015
H113 12.833 19.370 20.769
H114 14.057 21.333 20.377
H115 14.066 21.055 18.560
H116 15.563 19.208 19.174
H117 17.455 20.426 20.241
H118 16.363 21.747 20.220
H119 17.745 21.905 18.338
H120 16.074 21.583 17.772
H121 18.575 20.950 16.185
H122 16.880 20.718 15.777
H123 17.981 19.316 15.849
C51 20.580 21.995 27.186
O12 19.894 22.820 26.299
C52 20.674 23.398 25.272
C53 21.183 24.735 25.556
N10 22.236 24.710 26.578
C54 22.511 26.046 27.203
C55 21.345 26.487 28.049
O13 21.137 25.601 29.159
C56 19.861 25.687 29.745
H124 21.098 22.482 27.972
H125 21.240 21.299 26.680
H126 19.862 21.431 27.699
H127 19.989 23.365 24.374
H128 21.484 22.729 25.078
H129 20.319 25.395 25.787
H130 21.574 25.135 24.600
H131 21.879 24.148 27.353
H132 22.624 26.714 26.335
H133 23.453 25.940 27.719
H134 20.432 26.604 27.488
H135 21.579 27.481 28.401
H136 19.672 26.591 30.379
H137 19.851 24.766 30.348
H138 19.080 25.682 28.950
C57 24.662 33.037 20.058
O14 25.706 32.081 20.280
C58 26.177 32.068 21.622
C59 27.256 31.058 21.629
N11 26.756 29.713 21.534
C60 27.811 28.695 21.569
C61 27.074 27.384 21.594
O15 26.202 27.386 20.526
C62 25.528 26.201 20.346
H139 24.253 32.834 19.069
H140 25.100 34.014 20.223
H141 23.903 33.023 20.890
H142 25.367 31.801 22.305
H143 26.507 33.098 21.868
H144 27.866 31.168 22.521
H145 27.963 31.372 20.796
H146 26.169 29.610 20.684
H147 28.391 28.722 22.485
H148 28.445 28.763 20.711
H149 26.509 27.415 22.540
H150 27.760 26.510 21.701
H151 25.079 25.799 21.258
H152 26.212 25.425 19.952
H153 24.723 26.353 19.625
C63 22.703 17.159 22.210
O16 22.413 17.174 20.808
C64 23.586 17.285 20.044
C65 23.220 17.267 18.597
N12 22.877 15.952 18.113
C66 21.420 15.589 18.173
C67 21.239 14.280 17.460
O17 21.475 14.568 16.105
C68 21.405 13.334 15.345
H154 21.784 16.924 22.760
H155 23.110 18.136 22.544
H156 23.429 16.397 22.628
H157 24.182 16.397 20.314
H158 24.078 18.234 20.331
H159 24.112 17.454 18.010
H160 22.446 17.987 18.332
H161 23.068 15.825 17.118
H162 20.728 16.330 17.707
H163 21.200 15.544 19.200
H164 20.241 13.823 17.539
H165 21.971 13.486 17.752
H166 22.030 12.539 15.711
H167 21.668 13.634 14.321
H168 20.389 12.907 15.292
C69 15.865 23.626 14.797
O18 17.255 23.830 14.733
C70 17.818 23.971 13.475
C71 19.252 23.744 13.469
N13 19.784 22.699 14.303
C72 21.243 22.582 14.337
C73 21.943 22.167 13.047
O19 22.209 23.298 12.257
C74 23.072 23.030 11.104
H169 15.670 23.120 15.747
H170 15.508 23.076 13.912
H171 15.333 24.596 14.747
H172 17.643 24.971 13.069
H173 17.345 23.277 12.763
H174 19.817 24.703 13.536
H175 19.599 23.435 12.440
H176 19.446 22.743 15.231
H177 21.503 21.916 15.142
H178 21.721 23.562 14.525
H179 21.282 21.502 12.447
H180 22.826 21.610 13.361
H181 23.043 23.959 10.581
H182 22.725 22.201 10.463
H183 24.097 22.842 11.447

Computed properties:
Kohn-Sham gap	8.86	eV
HOMO energy	-0.3120	hartree
LUMO	0.37	eV
largest force on an atom	4.19	eV/A

These are the Löwdin partial charges, in e, on atoms 1 to 99:
1. C -0.06
2. C -0.40
3. C -0.18
4. O -0.23
5. C -0.10
6. N 0.05
7. H 0.07
8. H 0.05
9. H 0.09
10. H 0.09
11. H 0.10
12. H 0.12
13. H 0.06
14. H 0.08
15. H 0.11
16. H 0.05
17. H 0.03
18. C -0.06
19. C -0.41
20. C -0.19
21. O -0.20
22. C -0.10
23. N 0.05
24. H 0.05
25. H 0.06
26. H 0.09
27. H 0.13
28. H 0.14
29. H 0.11
30. H 0.07
31. H 0.09
32. H 0.10
33. H 0.07
34. H 0.06
35. C -0.06
36. C -0.40
37. C -0.20
38. O -0.19
39. C -0.07
40. N 0.06
41. H 0.06
42. H 0.08
43. H 0.07
44. H 0.14
45. H 0.11
46. H 0.07
47. H 0.08
48. H 0.09
49. H 0.08
50. H 0.05
51. H 0.07
52. C -0.02
53. C -0.41
54. C -0.20
55. O -0.17
56. C -0.12
57. N 0.06
58. H 0.06
59. H 0.07
60. H 0.07
61. H 0.13
62. H 0.10
63. H 0.11
64. H 0.10
65. H 0.08
66. H 0.07
67. H 0.05
68. H 0.09
69. C -0.04
70. C -0.43
71. C -0.18
72. O -0.20
73. C -0.14
74. N 0.04
75. H 0.06
76. H 0.08
77. H 0.07
78. H 0.13
79. H 0.12
80. H 0.13
81. H 0.08
82. H 0.10
83. H 0.08
84. H 0.09
85. H 0.03
86. C -0.02
87. C -0.48
88. C -0.13
89. C -0.19
90. C -0.14
91. C -0.45
92. N -0.07
93. O -0.07
94. C -0.01
95. C -0.05
96. C -0.02
97. H 0.08
98. H 0.11
99. H 0.06

=====

No. 2
C21H23ClN2O2 as an isolated structure, computed with wB97M-V/def2-TZVPD.

Cartesian coordinates (Å):
O1 1.654 2.984 0.954
C1 1.090 2.148 0.285
N1 1.492 0.983 -0.034
C2 2.510 0.152 0.391
C3 3.499 0.546 1.037
C4 4.458 -0.175 1.666
C5 4.449 -1.558 1.451
C6 3.511 -1.952 0.378
C7 2.442 -1.148 -0.044
N2 1.460 -1.686 -0.755
C8 1.505 -1.237 -2.157
C9 0.104 -1.686 -2.933
H1 0.291 -2.934 -3.461
O2 -0.793 -1.730 -1.828
C10 -0.634 -2.883 -1.066
C11 0.774 -2.965 -0.336
H2 0.924 -3.281 0.664
H3 1.339 -3.803 -0.900
H4 -0.816 -3.719 -1.452
H5 -1.327 -2.590 0.007
H6 -0.133 -1.025 -3.645
H7 1.714 -0.298 -2.199
H8 2.355 -1.957 -2.545
H9 3.491 -2.969 0.410
H10 5.343 -1.890 1.388
H11 5.386 0.358 2.207
H12 3.446 1.580 1.461
H13 0.687 0.444 -0.481
C12 -0.532 2.401 -0.178
C13 -1.375 1.300 0.162
C14 -2.341 0.914 -0.827
C15 -3.235 -0.232 -0.495
C16 -3.089 -0.648 0.946
C17 -2.230 -0.278 1.799
C18 -1.398 0.792 1.403
H14 -0.613 1.482 2.133
H15 -2.131 -0.514 2.661
Cl1 -4.164 -1.953 1.701
H16 -3.940 -0.580 -1.039
H17 -2.555 1.292 -1.693
C19 -0.919 3.774 0.180
H18 -0.369 4.546 0.712
H19 -1.997 3.837 0.659
C20 -1.233 3.961 -1.456
H20 -0.883 5.098 -1.935
H21 -2.065 3.946 -1.810
C21 -0.276 2.735 -1.738
H22 -0.632 1.997 -2.469
H23 0.695 3.170 -2.164

Computed properties:
Kohn-Sham gap	8.57	eV
HOMO energy	-0.2964	hartree
energy above the lowest of the compared OMol25 structures with the same formula, charge and spin	1512.32	kJ/mol
LUMO	0.51	eV
largest force on an atom	13.43	eV/A

Here is what natural (NBO) gives for the atomic charges, in e:
1. O -0.63
2. C 0.73
3. N -0.64
4. C 0.19
5. C -0.28
6. C -0.15
7. C -0.24
8. C -0.22
9. C 0.12
10. N -0.46
11. C -0.21
12. C -0.02
13. H 0.14
14. O -0.53
15. C -0.01
16. C -0.23
17. H 0.23
18. H 0.15
19. H 0.15
20. H 0.18
21. H 0.18
22. H 0.19
23. H 0.17
24. H 0.20
25. H 0.19
26. H 0.21
27. H 0.24
28. H 0.43
29. C -0.13
30. C -0.12
31. C -0.14
32. C -0.17
33. C 0.08
34. C -0.29
35. C -0.12
36. H 0.23
37. H 0.21
38. Cl -0.09
39. H 0.20
40. H 0.20
41. C -0.42
42. H 0.26
43. H 0.20
44. C -0.31
45. H 0.17
46. H 0.16
47. C -0.44
48. H 0.20
49. H 0.24

=====

No. 3
C12H4N2O6PbS5 as an isolated structure, computed with wB97M-V/def2-TZVPD.

Cartesian coordinates (Å):
Pb1 -1.531 -0.088 -1.301
O1 3.279 4.531 -2.199
C1 2.435 3.783 -1.794
C2 0.926 4.047 -1.794
O2 0.392 5.098 -2.013
C3 0.270 2.721 -1.523
C4 1.310 1.693 -1.423
O3 1.107 0.462 -1.475
C5 2.620 2.366 -1.279
O4 3.615 1.934 -0.735
O5 -0.935 2.534 -1.350
O6 -6.056 -5.629 -0.660
C6 -5.303 -4.709 -0.743
S1 -3.544 -4.885 -0.962
C7 -3.139 -3.187 -0.959
C8 -4.205 -2.292 -0.808
S2 -4.150 -0.599 -0.747
S3 -5.797 -3.001 -0.666
S4 -1.491 -2.823 -1.154
S5 -1.165 0.192 1.407
C9 0.481 0.097 1.843
N1 1.263 -0.936 1.418
C10 2.555 -1.046 1.767
C11 3.103 -0.134 2.617
C12 2.252 0.880 3.070
N2 0.988 0.978 2.706
H1 0.858 -1.599 0.774
H2 3.115 -1.866 1.341
H3 4.143 -0.173 2.896
H4 2.605 1.650 3.747

Computed properties:
Kohn-Sham gap (alpha / beta)	5.47 / 6.10	eV
HOMO energy (alpha / beta)	-0.3058 / -0.3081	hartree
LUMO (alpha / beta)	-2.85 / -2.28	eV
largest force on an atom	0.83	eV/A

Here is what Löwdin gives for the atomic charges, in e:
1. Pb 0.94
2. O 0.17
3. C -0.25
4. C -0.25
5. O 0.17
6. C -0.30
7. C -0.31
8. O -0.09
9. C -0.27
10. O 0.12
11. O -0.05
12. O -0.01
13. C -0.99
14. S 0.98
15. C -1.15
16. C -1.14
17. S 0.52
18. S 0.99
19. S 0.49
20. S 0.60
21. C -0.78
22. N 0.10
23. C -0.02
24. C -0.01
25. C -0.07
26. N 0.09
27. H 0.13
28. H 0.14
29. H 0.12
30. H 0.13